1.
{
  "formula": "C66H178N14O19",
  "method": "ωB97M-V with the def2-TZVPD basis set",
  "species": ["C", "C", "O", "H", "H", "H", "H", "H", "H", "C", "C", "O", "H", "H", "H", "H", "H", "H", "C", "O", "C", "C", "N", "C", "C", "O", "C", "H", "H", "H", "H", "H", "H", "H", "H", "H", "H", "H", "H", "H", "H", "H", "C", "O", "C", "C", "N", "C", "C", "O", "C", "H", "H", "H", "H", "H", "H", "H", "H", "H", "H", "H", "H", "H", "H", "H", "C", "O", "C", "C", "N", "C", "C", "O", "C", "H", "H", "H", "H", "H", "H", "H", "H", "H", "H", "H", "H", "H", "H", "H", "C", "C", "C", "O", "C", "N", "H", "H", "H", "H", "H", "H", "H", "H", "H", "H", "H", "C", "C", "C", "O", "C", "N", "H", "H", "H", "H", "H", "H", "H", "H", "H", "H", "H", "C", "C", "C", "O", "C", "N", "H", "H", "H", "H", "H", "H", "H", "H", "H", "H", "H", "C", "C", "C", "O", "C", "N", "H", "H", "H", "H", "H", "H", "H", "H", "H", "H", "H", "C", "C", "C", "O", "C", "N", "H", "H", "H", "H", "H", "H", "H", "H", "H", "H", "H", "C", "C", "C", "O", "C", "N", "H", "H", "H", "H", "H", "H", "H", "H", "H", "H", "H", "C", "C", "C", "O", "C", "N", "H", "H", "H", "H", "H", "H", "H", "H", "H", "H", "H", "C", "C", "C", "O", "C", "N", "H", "H", "H", "H", "H", "H", "H", "H", "H", "H", "H", "C", "C", "C", "O", "C", "N", "H", "H", "H", "H", "H", "H", "H", "H", "H", "H", "H", "C", "C", "C", "O", "C", "N", "H", "H", "H", "H", "H", "H", "H", "H", "H", "H", "H", "C", "C", "C", "O", "C", "N", "H", "H", "H", "H", "H", "H", "H", "H", "H", "H", "H"],
  "positions_angstrom": [[3.57, -1.12, -6.36], [4.99, -1.59, -6.62], [5.36, -2.39, -5.53], [2.79, -1.87, -6.42], [3.20, -0.32, -7.01], [3.56, -0.65, -5.38], [5.57, -0.71, -6.86], [5.10, -2.17, -7.53], [5.48, -3.32, -5.73], [10.17, 0.99, -2.17], [11.35, 0.22, -2.44], [12.14, 0.03, -1.34], [10.40, 1.99, -1.80], [9.68, 0.61, -1.28], [9.62, 1.15, -3.09], [11.94, 0.70, -3.22], [11.11, -0.78, -2.82], [11.76, -0.64, -0.76], [10.58, 4.86, -4.58], [9.89, 6.11, -4.97], [10.41, 6.88, -6.06], [9.57, 8.15, -6.42], [9.84, 8.41, -7.88], [11.12, 9.03, -8.25], [11.49, 10.31, -7.54], [11.94, 10.11, -6.20], [11.80, 11.20, -5.33], [10.62, 4.15, -5.40], [10.27, 4.31, -3.69], [11.65, 5.02, -4.53], [10.55, 6.26, -6.94], [11.42, 7.25, -5.86], [9.94, 8.98, -5.81], [8.48, 8.16, -6.43], [9.15, 9.07, -8.20], [11.00, 9.23, -9.32], [12.06, 8.48, -8.28], [10.56, 10.88, -7.55], [12.18, 10.73, -8.27], [12.12, 12.12, -5.81], [12.52, 11.01, -4.53], [10.84, 11.23, -4.81], [7.92, -3.28, 5.35], [7.39, -3.13, 4.03], [7.60, -1.92, 3.28], [8.76, -2.10, 2.38], [10.06, -2.12, 3.14], [10.54, -0.81, 3.57], [11.83, -0.98, 4.33], [11.49, -1.46, 5.61], [12.59, -1.41, 6.53], [8.18, -4.30, 5.65], [7.21, -2.94, 6.10], [8.88, -2.77, 5.41], [7.58, -1.14, 4.04], [6.70, -1.66, 2.74], [8.83, -1.25, 1.70], [8.77, -3.03, 1.82], [9.95, -2.59, 4.03], [9.89, -0.18, 4.17], [10.71, -0.23, 2.66], [12.51, -0.13, 4.21], [12.36, -1.78, 3.81], [12.20, -1.82, 7.47], [12.80, -0.35, 6.63], [13.53, -1.94, 6.35], [4.17, -0.96, -2.87], [2.69, -1.04, -2.87], [2.16, -2.31, -2.49], [1.77, -3.13, -3.80], [2.84, -3.88, -4.32], [2.34, -4.69, -5.47], [3.41, -5.72, -5.97], [4.71, -5.19, -6.43], [5.59, -6.11, -6.94], [4.72, -1.89, -2.96], [4.57, -0.63, -1.91], [4.49, -0.21, -3.60], [1.28, -2.05, -1.91], [2.75, -2.99, -1.88], [1.43, -2.37, -4.51], [1.07, -3.89, -3.45], [3.60, -3.24, -4.50], [2.04, -4.02, -6.28], [1.48, -5.27, -5.13], [3.01, -5.91, -6.97], [3.30, -6.55, -5.27], [6.11, -6.76, -6.22], [6.41, -5.63, -7.48], [5.16, -6.84, -7.62], [9.40, 7.06, 7.35], [8.78, 8.49, 7.36], [7.34, 8.57, 6.81], [7.04, 9.91, 6.58], [5.67, 10.21, 6.43], [8.96, 9.08, 8.71], [9.28, 6.71, 6.32], [8.77, 6.41, 7.95], [10.44, 6.95, 7.65], [9.34, 8.99, 6.58], [6.52, 8.17, 7.41], [7.36, 7.99, 5.89], [5.18, 10.10, 7.39], [5.22, 9.45, 5.80], [5.39, 11.22, 6.11], [8.29, 9.82, 8.64], [8.62, 8.40, 9.38], [12.67, 6.37, 2.20], [12.67, 4.78, 2.36], [11.33, 4.14, 1.90], [10.17, 4.74, 2.45], [9.06, 3.94, 2.35], [13.84, 4.26, 1.65], [11.84, 6.86, 2.71], [12.72, 6.68, 1.16], [13.57, 6.82, 2.62], [12.84, 4.56, 3.42], [11.52, 3.11, 2.22], [11.28, 4.16, 0.81], [9.30, 2.98, 2.80], [8.82, 3.67, 1.32], [8.18, 4.44, 2.77], [14.64, 4.57, 2.19], [14.02, 3.27, 1.52], [1.90, 5.91, -0.24], [1.91, 7.41, 0.02], [2.97, 7.83, 1.08], [2.85, 7.33, 2.34], [1.98, 8.07, 3.21], [2.25, 7.93, -1.26], [1.00, 5.63, -0.78], [1.77, 5.40, 0.71], [2.78, 5.51, -0.76], [0.89, 7.69, 0.28], [2.98, 8.92, 1.09], [3.95, 7.50, 0.72], [0.95, 7.82, 2.94], [2.00, 9.13, 2.98], [2.24, 7.76, 4.22], [3.10, 7.50, -1.60], [2.45, 8.91, -1.09], [6.47, 2.41, -6.68], [7.79, 2.22, -5.96], [8.25, 0.82, -5.61], [7.47, 0.38, -4.54], [7.87, -0.98, -4.27], [8.76, 2.72, -6.89], [5.58, 2.02, -6.20], [6.49, 2.05, -7.71], [6.29, 3.47, -6.88], [7.71, 2.87, -5.09], [9.28, 0.90, -5.25], [8.13, 0.21, -6.51], [8.88, -1.11, -3.90], [7.76, -1.68, -5.09], [7.16, -1.45, -3.58], [8.32, 3.06, -7.73], [9.10, 3.54, -6.40], [7.48, 7.47, 3.22], [8.70, 8.03, 2.40], [8.14, 9.01, 1.33], [7.36, 8.33, 0.35], [7.84, 7.12, -0.23], [9.61, 8.69, 3.34], [6.82, 6.92, 2.54], [6.95, 8.31, 3.66], [7.75, 6.72, 3.96], [9.19, 7.17, 1.96], [9.01, 9.43, 0.82], [7.73, 9.94, 1.71], [7.06, 6.81, -0.92], [7.76, 6.30, 0.48], [8.83, 7.11, -0.70], [9.82, 8.00, 4.04], [9.15, 9.48, 3.78], [6.33, 2.01, -0.57], [4.88, 2.35, -0.22], [4.89, 3.48, 0.79], [5.39, 2.91, 2.01], [5.09, 3.57, 3.20], [4.11, 2.70, -1.47], [6.37, 1.03, -1.04], [6.97, 2.01, 0.32], [6.71, 2.69, -1.33], [4.38, 1.56, 0.35], [3.96, 3.97, 1.07], [5.60, 4.25, 0.51], [5.36, 3.01, 4.09], [4.01, 3.62, 3.36], [5.59, 4.53, 3.20], [3.94, 1.84, -1.98], [4.67, 3.28, -2.08], [9.70, -0.98, 9.03], [8.50, -0.20, 8.69], [8.50, 0.19, 7.18], [7.42, 0.99, 6.77], [7.51, 1.68, 5.57], [7.34, -1.01, 8.94], [9.70, -1.18, 10.10], [10.70, -0.58, 8.90], [9.55, -1.95, 8.55], [8.39, 0.66, 9.34], [8.47, -0.62, 6.45], [9.46, 0.59, 6.85], [7.77, 2.67, 5.92], [6.49, 1.64, 5.19], [8.09, 1.44, 4.67], [6.53, -0.47, 8.68], [7.22, -1.07, 9.95], [8.14, 3.47, 10.65], [6.77, 3.69, 11.21], [5.64, 3.50, 10.12], [5.85, 4.37, 9.07], [4.73, 5.25, 8.73], [6.66, 2.77, 12.32], [8.28, 2.43, 10.37], [8.90, 3.59, 11.42], [8.49, 4.08, 9.82], [6.70, 4.70, 11.62], [4.65, 3.64, 10.54], [5.71, 2.51, 9.65], [5.19, 5.88, 7.97], [4.37, 5.82, 9.58], [3.86, 4.71, 8.38], [7.60, 2.78, 12.69], [6.53, 1.83, 11.97], [-2.06, 6.91, 1.06], [-2.45, 5.97, 2.16], [-1.47, 5.72, 3.33], [-2.01, 5.06, 4.47], [-0.93, 4.75, 5.28], [-3.70, 6.55, 2.77], [-1.62, 7.86, 1.38], [-2.89, 7.04, 0.36], [-1.27, 6.52, 0.42], [-2.93, 5.02, 1.93], [-1.25, 6.77, 3.56], [-0.68, 5.14, 2.86], [-0.25, 5.52, 5.64], [-0.48, 3.84, 4.89], [-1.32, 4.28, 6.19], [-3.81, 6.00, 3.61], [-4.51, 6.32, 2.21], [1.63, 3.16, -6.11], [2.72, 3.41, -5.06], [3.34, 4.79, -5.23], [4.17, 5.12, -4.09], [4.97, 6.29, -4.21], [2.15, 3.24, -3.75], [1.91, 2.74, -7.08], [1.28, 4.16, -6.38], [0.78, 2.64, -5.68], [3.59, 2.77, -5.17], [2.59, 5.58, -5.23], [3.94, 4.88, -6.13], [4.65, 7.06, -4.91], [5.85, 6.02, -4.79], [5.34, 6.79, -3.31], [1.62, 4.07, -3.54], [2.94, 3.22, -3.12], [-0.33, 2.21, -0.20], [0.39, 0.99, -0.69], [0.52, -0.15, 0.36], [0.79, 0.24, 1.69], [2.17, 0.71, 1.78], [-0.35, 0.50, -1.88], [-1.41, 2.07, -0.07], [-0.25, 3.05, -0.90], [0.09, 2.59, 0.73], [1.41, 1.15, -1.04], [1.16, -0.96, 0.04], [-0.45, -0.66, 0.34], [2.39, 1.58, 1.16], [2.98, -0.02, 1.74], [2.47, 1.13, 2.74], [-0.38, -0.50, -1.82], [0.32, 0.69, -2.61]],
  "charge": 0,
  "e_lumo_ha": 0.011,
  "total_energy_ev": -131072.626,
  "homo_energy_ha": -0.32257,
  "homo_lumo_gap_ev": 9.07
}

=====

2.
{
  "formula": "C66H49F9O8Pd",
  "method": "ωB97M-V with the def2-TZVPD basis set",
  "species": ["Pd", "C", "C", "C", "O", "C", "C", "C", "O", "O", "O", "H", "H", "C", "C", "C", "O", "C", "C", "C", "O", "O", "O", "H", "H", "F", "C", "C", "C", "C", "C", "C", "H", "H", "H", "H", "H", "F", "C", "C", "C", "C", "C", "C", "H", "H", "H", "H", "H", "F", "C", "C", "C", "C", "C", "C", "H", "H", "H", "H", "H", "F", "C", "C", "C", "C", "C", "C", "H", "H", "H", "H", "H", "F", "C", "C", "C", "C", "C", "C", "H", "H", "H", "H", "H", "F", "C", "C", "C", "C", "C", "C", "H", "H", "H", "H", "H", "F", "C", "C", "C", "C", "C", "C", "H", "H", "H", "H", "H", "F", "C", "C", "C", "C", "C", "C", "H", "H", "H", "H", "H", "F", "C", "C", "C", "C", "C", "C", "H", "H", "H", "H", "H"],
  "positions_angstrom": [[-2.62, -2.24, -0.37], [-0.38, 2.84, 6.32], [-0.95, 1.78, 5.52], [-0.49, 1.67, 4.01], [-0.96, 0.74, 3.37], [0.41, 2.69, 3.52], [0.89, 3.73, 4.32], [0.50, 3.78, 5.78], [0.88, 4.72, 6.53], [1.75, 4.48, 3.82], [-1.74, 0.92, 5.87], [-0.82, 2.94, 7.30], [0.78, 2.60, 2.50], [1.06, -0.05, -0.15], [-0.21, -0.58, -0.42], [-1.46, 0.39, -0.51], [-2.59, -0.13, -0.77], [-1.21, 1.79, -0.48], [0.08, 2.28, -0.32], [1.24, 1.34, -0.12], [2.42, 1.74, 0.02], [0.21, 3.52, -0.20], [-0.46, -1.80, -0.63], [1.89, -0.74, -0.08], [-2.03, 2.49, -0.49], [-2.02, -2.49, -2.61], [-2.28, -2.05, -3.86], [-3.10, -0.95, -4.01], [-3.32, -0.45, -5.27], [-2.71, -1.08, -6.35], [-1.93, -2.22, -6.23], [-1.72, -2.72, -4.94], [-3.44, -0.48, -3.09], [-3.95, 0.42, -5.44], [-2.98, -0.74, -7.34], [-1.49, -2.63, -7.13], [-1.18, -3.63, -4.73], [4.05, 2.45, 2.40], [4.82, 1.36, 2.51], [4.22, 0.13, 2.59], [5.02, -0.99, 2.58], [6.40, -0.85, 2.50], [7.01, 0.39, 2.39], [6.19, 1.53, 2.41], [3.14, 0.08, 2.71], [4.62, -1.99, 2.68], [7.03, -1.73, 2.49], [8.08, 0.54, 2.35], [6.63, 2.50, 2.23], [-1.86, -4.32, -0.59], [-1.51, -5.25, -1.49], [-2.45, -6.24, -1.80], [-2.10, -7.21, -2.72], [-0.82, -7.18, -3.32], [0.09, -6.22, -2.96], [-0.23, -5.25, -2.01], [-3.48, -6.20, -1.51], [-2.79, -7.96, -3.08], [-0.56, -7.92, -4.06], [0.98, -6.15, -3.57], [0.43, -4.43, -1.79], [0.42, 6.20, 1.49], [-0.71, 6.03, 2.17], [-0.83, 6.56, 3.46], [-2.04, 6.50, 4.15], [-3.10, 5.82, 3.56], [-3.00, 5.24, 2.31], [-1.81, 5.42, 1.62], [0.05, 6.95, 3.94], [-2.02, 6.93, 5.14], [-4.02, 5.61, 4.10], [-3.80, 4.64, 1.90], [-1.81, 5.06, 0.59], [-0.09, -1.30, 4.89], [0.68, -2.24, 4.36], [1.13, -1.97, 3.06], [1.98, -2.87, 2.42], [2.43, -3.98, 3.11], [2.10, -4.17, 4.45], [1.20, -3.31, 5.07], [0.70, -1.12, 2.54], [2.44, -2.64, 1.47], [3.14, -4.64, 2.63], [2.45, -5.05, 4.98], [0.87, -3.55, 6.07], [-2.35, 2.48, -5.63], [-3.01, 3.28, -4.76], [-3.76, 4.31, -5.29], [-4.49, 5.10, -4.40], [-4.27, 5.00, -3.03], [-3.35, 4.07, -2.54], [-2.78, 3.15, -3.39], [-3.87, 4.36, -6.36], [-5.14, 5.88, -4.78], [-4.87, 5.54, -2.31], [-3.17, 4.03, -1.47], [-2.12, 2.41, -2.96], [5.48, -6.55, 0.26], [5.21, -5.28, -0.13], [3.93, -4.99, -0.52], [3.59, -3.70, -0.86], [4.59, -2.72, -0.88], [5.87, -2.98, -0.40], [6.18, -4.29, -0.05], [3.24, -5.82, -0.51], [2.58, -3.43, -1.12], [4.30, -1.78, -1.34], [6.65, -2.23, -0.40], [7.14, -4.62, 0.32], [-3.80, 0.80, 3.46], [-4.56, 1.69, 2.85], [-5.63, 2.31, 3.51], [-6.46, 3.20, 2.85], [-6.26, 3.43, 1.47], [-5.20, 2.84, 0.83], [-4.32, 2.03, 1.54], [-5.85, 2.14, 4.56], [-7.33, 3.62, 3.33], [-6.97, 4.06, 0.94], [-4.96, 3.02, -0.21], [-3.48, 1.59, 1.02], [5.31, -1.94, -4.88], [4.07, -1.66, -4.42], [3.12, -2.68, -4.44], [1.88, -2.44, -3.88], [1.53, -1.16, -3.46], [2.45, -0.12, -3.52], [3.75, -0.41, -3.96], [3.38, -3.64, -4.88], [1.13, -3.23, -3.85], [0.53, -1.01, -3.08], [2.23, 0.82, -3.03], [4.53, 0.35, -3.98]],
  "charge": -2,
  "e_lumo_ha": [0.119, 0.118],
  "total_energy_ev": -113550.489,
  "multiplicity": 3,
  "homo_energy_ha": [-0.09203, -0.08047],
  "homo_lumo_gap_ev": [5.74, 5.39],
  "s2": 2.028,
  "de_lowest_ev": 0.000
}